(1)
Molecular formula: C15H34FN6O7
Method: DFT, ωB97M-V with the def2-TZVPD basis set

Each line ends with the Löwdin charge.
Atoms and positions in Å:
C1 0.66786 -4.21319 0.77698  -0.025
C2 1.51584 -3.27039 -0.28438  -0.269
O1 2.83792 -3.53877 -0.37837  -0.027
N1 0.89068 -2.15465 -1.12490  -0.118
C3 -0.00074 -2.77739 -2.17910  -0.092
C4 0.15176 -1.16536 -0.25195  -0.237
C5 -0.51124 0.18502 -0.89953  -0.061
N2 -1.21771 0.79972 0.28141  -0.060
C6 -2.70328 0.63079 0.48287  -0.107
C7 -3.56115 0.23597 -0.85392  -0.178
C8 -3.51933 -1.34421 -1.27906  -0.196
C9 -3.71388 -2.40973 -0.05037  -0.273
N3 -4.79986 -2.00739 0.95079  -0.046
C10 -0.27085 0.57086 1.47257  -0.287
C11 0.09965 1.98931 2.22464  0.015
F1 -0.79232 -0.23792 2.62607  -0.068
C12 0.99136 -0.41151 0.98288  0.014
H1 0.46364 -5.27386 0.27621  0.112
H2 -0.34107 -3.72861 1.13594  0.070
H3 1.39690 -4.42101 1.69643  0.113
H4 -1.02329 -3.19425 -1.76922  0.091
H5 0.50481 -3.66370 -2.76801  0.123
H6 -0.26879 -1.94519 -2.99022  0.112
H7 -0.71134 -1.74367 0.31207  0.123
H8 -1.00406 0.16442 -1.95805  0.154
H9 0.44384 0.89255 -1.00460  0.121
H10 -1.12476 1.83536 0.09403  0.185
H11 -3.00592 -0.10934 1.35122  0.136
H12 -3.11122 1.69746 0.83245  0.160
H13 -4.70183 0.48309 -0.60246  0.136
H14 -3.31167 0.92908 -1.79339  0.130
H15 -2.51586 -1.59132 -1.87477  0.080
H16 -4.41598 -1.51208 -2.04700  0.133
H17 -4.09341 -3.42735 -0.53473  0.130
H18 -2.69262 -2.69043 0.49915  0.098
H19 -5.44457 -2.82337 1.14470  0.085
H20 -4.37659 -1.79610 1.89155  0.068
H21 0.13444 1.79641 3.40220  0.130
H22 1.13766 2.39093 1.84165  0.105
H23 -0.73118 2.82934 2.05344  0.073
H24 1.24793 -1.16423 1.84167  0.146
H25 1.89457 0.25334 0.57602  0.135
C13 -2.90733 6.27814 2.60194  0.047
N4 -1.80428 5.28626 2.71613  -0.421
O2 -1.03540 5.18143 1.75347  0.033
O3 -1.74147 4.64088 3.76911  0.056
H26 -2.84105 6.76990 1.62910  0.099
H27 -3.84994 5.73513 2.69607  0.104
H28 -2.78389 7.00274 3.40951  0.109
C14 5.41733 -1.81841 -1.40273  0.032
N5 6.40693 -0.72574 -1.20189  -0.438
O4 6.48315 -0.23191 -0.07086  0.048
O5 7.07935 -0.39464 -2.18547  0.052
H29 4.90003 -2.00450 -0.45912  0.078
H30 4.71358 -1.48885 -2.16979  0.097
H31 5.96691 -2.70607 -1.72280  0.109
C15 4.25844 1.94718 -2.17137  0.064
N6 2.88242 1.87269 -1.61046  -0.396
O6 2.02894 1.28080 -2.28138  0.037
O7 2.69799 2.41056 -0.51233  0.046
H32 4.27509 1.43515 -3.13583  0.106
H33 4.50885 3.00321 -2.29108  0.114
H34 4.93000 1.45744 -1.46313  0.087

## Properties
- E_LUMO (eV) = -2.910
- charge = +1
- strongest force on any atom (eV/A) = 8.7
- E (eV) = -42075.5288
- multiplicity = 1

(2)
Molecular formula: C7H11CdO5
Method: DFT, ωB97M-V with the def2-TZVPD basis set

Each line ends with the Löwdin charge.
Atoms and positions in Å:
O1 -1.91303 1.43253 0.45801  0.040
C1 -1.51057 1.89292 -0.59236  -0.170
C2 -0.97168 0.93015 -1.65173  -0.422
O2 -1.37847 -0.33775 -1.37990  -0.317
C3 1.79033 1.15578 0.61733  -0.113
C4 1.20438 0.66490 1.92785  -0.153
O3 0.82694 -0.71220 1.78847  -0.330
C5 0.63532 -1.37512 3.03775  -0.044
H1 -1.28724 2.97286 -0.70857  0.144
H2 1.74412 2.25071 0.54966  0.155
H3 2.80406 0.76530 0.47119  0.150
H4 1.95598 0.76178 2.72223  0.145
H5 0.31244 1.24102 2.21075  0.141
H6 0.84128 -2.43907 2.88640  0.107
H7 1.34445 -0.98887 3.78069  0.107
H8 -0.39345 -1.21767 3.39066  0.111
O4 0.99567 0.57884 -0.39311  -0.290
C6 0.60534 1.02141 -1.66539  -0.237
C7 1.09438 -0.05486 -2.60981  -0.151
O5 1.18584 -1.20278 -2.21959  0.051
Cd1 -0.27441 -0.97587 0.06894  1.579
H9 0.98223 2.02120 -1.92500  0.175
H10 1.19519 0.21766 -3.67716  0.153
H11 -1.31166 1.31405 -2.63670  0.168

## Properties
- E_LUMO (eV) = -4.160
- charge = +1
- strongest force on any atom (eV/A) = 3.1
- E (eV) = -22229.1741
- multiplicity = 1
- ΔE to the lowest compared entry with this formula, charge and spin (kcal per mole) = 0.00

(3)
Molecular formula: C8H14Si
Method: DFT, ωB97M-V with the def2-TZVPD basis set

Each line ends with the Löwdin charge.
Atoms and positions in Å:
C1 -1.34490 -0.69009 -1.48963  -0.272
C2 -1.93566 0.39583 -0.65693  -0.129
C3 -0.80222 -2.04083 -1.19986  -0.081
C4 1.13193 -0.37103 -0.74889  -0.216
C5 0.14667 -0.93574 -1.71818  -0.285
C6 -1.25020 1.24297 0.11490  -0.151
C7 -0.08162 -0.25172 2.21657  -0.165
C8 1.89824 1.92751 1.07983  -0.172
Si1 0.42239 0.70645 0.72505  0.607
H1 -1.81566 -0.89039 -2.46147  0.133
H2 -3.06400 0.51322 -0.68072  0.121
H3 -0.55178 -2.19019 -0.20185  0.070
H4 -1.13239 -2.95857 -1.63221  0.095
H5 1.91562 -1.10423 -0.50112  0.088
H6 1.57070 0.48167 -1.29782  0.069
H7 0.44366 -1.08080 -2.77251  0.134
H8 -1.87277 1.87827 0.64350  0.035
H9 -1.08078 -0.52673 1.99732  0.022
H10 0.69134 -0.99699 2.18018  0.031
H11 0.01561 0.32776 3.07514  0.009
H12 2.33660 1.96380 2.08151  0.019
H13 2.75802 1.68596 0.32559  0.059
H14 1.60120 2.91388 0.92163  -0.021

## Properties
- E_LUMO (eV) = 0.976
- SMILES = C[Si]1(C)C=C[C@@H]2C[C@@H]2C1
- strongest force on any atom (eV/A) = 2.6
- E (eV) = -16398.8481
- multiplicity = 1
- ΔE to the lowest compared entry with this formula, charge and spin (kcal per mole) = 33.71

(4)
Molecular formula: C19H45Cl4O10P
Method: DFT, ωB97M-V with the def2-TZVPD basis set

Each line ends with the Löwdin charge.
Atoms and positions in Å:
Cl1 5.52900 -6.25378 -2.26889  0.536
C1 6.45223 -4.72591 -2.30130  -0.661
C2 6.11437 -3.85635 -1.11490  -0.657
Cl2 4.61158 -2.93991 -1.37461  0.598
H1 6.19674 -4.22032 -3.22611  0.061
H2 7.50814 -4.98032 -2.27430  0.072
H3 6.90941 -3.11687 -1.01796  0.072
H4 6.04134 -4.43460 -0.20030  0.067
Cl3 2.88931 0.74975 -2.58589  0.560
C3 2.77100 1.54108 -1.00688  -0.679
C4 1.95927 2.80521 -0.99003  -0.668
Cl4 2.57485 4.01134 -2.14934  0.535
H5 3.78639 1.75433 -0.67063  0.072
H6 2.33154 0.83753 -0.30494  0.034
H7 2.03363 3.26104 -0.00718  0.059
H8 0.91295 2.58796 -1.18856  0.064
C5 0.19845 0.44980 3.45979  -0.070
O1 -0.32534 -0.59222 2.61371  -0.193
P1 -0.05430 -0.52263 1.06449  0.342
O2 0.18025 0.83303 0.55679  -0.218
O3 1.13882 -1.53088 0.86257  -0.187
C6 1.40806 -2.09256 -0.42160  -0.107
O4 -1.27049 -1.30433 0.42483  -0.208
C7 -2.52987 -0.61712 0.42743  -0.089
H9 -0.66004 0.90221 3.95351  0.072
H10 0.78371 1.17804 2.91085  0.068
H11 0.79434 -0.05916 4.21701  0.097
H12 0.51912 -2.55725 -0.84651  0.068
H13 2.22507 -2.80427 -0.38116  0.027
H14 1.75793 -1.34399 -1.14166  0.046
H15 -2.72571 -0.05005 1.33882  0.088
H16 -3.29328 -1.38672 0.34463  0.089
H17 -2.59007 0.06909 -0.41551  0.088
C8 -3.27906 -2.45810 -2.95006  -0.118
O5 -2.24023 -2.60205 -3.87434  -0.180
C9 -0.97913 -2.73074 -3.24480  -0.209
C10 0.05408 -3.15777 -4.25928  -0.198
O6 0.26099 -2.17160 -5.23234  -0.126
C11 -0.44914 -2.38895 -6.44117  -0.194
C12 -0.29219 -1.12427 -7.25562  -0.193
O7 -1.19578 -1.02987 -8.34623  -0.171
C13 -2.52186 -0.82637 -7.95957  -0.135
H18 -3.25942 -1.46292 -2.48093  0.081
H19 -3.26170 -3.21074 -2.14856  0.090
H20 -4.24374 -2.56121 -3.44646  0.089
H21 -1.07932 -3.46210 -2.42907  0.123
H22 -0.66503 -1.76803 -2.81665  0.128
H23 -0.18723 -4.12519 -4.71932  0.133
H24 1.00732 -3.35060 -3.75213  0.127
H25 -1.49845 -2.60948 -6.22981  0.114
H26 -0.03279 -3.25858 -6.96853  0.133
H27 0.72374 -1.04152 -7.63828  0.129
H28 -0.44125 -0.27487 -6.57577  0.129
H29 -3.12131 -1.74639 -8.00223  0.086
H30 -2.98856 -0.12517 -8.65829  0.086
H31 -2.64331 -0.42601 -6.94725  0.091
C14 -1.67143 0.72914 6.81416  -0.118
O8 -2.98147 1.19756 6.61470  -0.176
C15 -3.24428 2.47316 7.17292  -0.196
C16 -2.81640 3.60582 6.27613  -0.222
O9 -1.44987 3.86665 6.44203  -0.138
C17 -0.88534 4.73976 5.48620  -0.178
C18 -1.24729 4.35176 4.04978  -0.218
O10 -0.36354 4.77121 3.04939  -0.160
C19 0.98664 4.42549 3.25663  -0.099
H32 -1.58966 -0.22650 6.29096  0.088
H33 -1.44676 0.56001 7.87324  0.092
H34 -0.92143 1.39754 6.38368  0.074
H35 -2.73252 2.54701 8.14294  0.131
H36 -4.31576 2.55625 7.35482  0.127
H37 -3.40584 4.51506 6.48345  0.136
H38 -3.09887 3.28217 5.26469  0.121
H39 0.18702 4.71486 5.65124  0.114
H40 -1.25211 5.75631 5.70074  0.133
H41 -2.22453 4.77162 3.80427  0.128
H42 -1.40194 3.25533 4.03062  0.117
H43 1.45358 5.09551 3.98647  0.085
H44 1.50663 4.52968 2.30929  0.084
H45 1.07014 3.40596 3.65213  0.083

## Properties
- E_LUMO (eV) = 0.584
- SMILES = COP(=O)(OC)OC.COCCOCCOC.COCCOCCOC.ClCCCl.ClCCCl
- strongest force on any atom (eV/A) = 1.1
- E (eV) = -100285.4948
- multiplicity = 1

(5)
Molecular formula: C21H26B2N6O2Tc
Method: DFT, ωB97M-V with the def2-TZVPD basis set

Each line ends with the Löwdin spin population.
Atoms and positions in Å:
Tc1 -0.00397 -0.00886 0.06187  0.000
C1 -1.81676 -3.15277 0.79226  0.000
C2 -1.53252 -2.65970 -0.57896  -0.001
C3 -1.84813 -3.21360 -1.79507  0.000
C4 -1.35549 -2.34995 -2.78866  -0.001
C5 -1.43581 -2.48657 -4.26680  0.000
N1 -0.76264 -1.32137 -2.18524  0.000
N2 -0.86009 -1.49182 -0.81816  0.000
B1 -0.03455 -0.05898 -2.71482  0.000
N3 1.44698 -0.07598 -2.17267  0.000
N4 1.73277 -0.17840 -0.81964  0.001
C6 3.06983 -0.05743 -0.64583  0.000
C7 3.69881 -0.13010 0.70108  0.000
C8 3.64265 0.11149 -1.89170  0.000
C9 2.60596 0.09992 -2.82468  0.000
C10 2.69271 0.24566 -4.30349  0.000
N5 -0.79006 1.21510 -2.17136  0.000
N6 -1.02168 1.41010 -0.81832  0.001
C11 -1.58590 2.62803 -0.64345  0.000
C12 -1.96274 3.13518 0.70419  0.000
C13 -1.72630 3.20975 -1.88883  0.000
C14 -1.21804 2.30701 -2.82250  0.000
C15 -1.13580 2.45605 -4.30130  0.000
H1 -2.35818 -4.09332 0.73748  0.000
H2 -0.89400 -3.31630 1.34892  0.000
H3 -2.42146 -2.43681 1.34867  0.000
H4 -2.37674 -4.13689 -1.96088  0.000
H5 -1.96236 -3.40122 -4.52507  0.000
H6 -1.96922 -1.64382 -4.70692  0.000
H7 -0.43993 -2.52376 -4.70879  0.000
H8 -0.02053 -0.03315 -3.89982  0.000
H9 2.94673 -0.15027 1.48982  0.000
H10 4.31045 -1.02852 0.78200  0.000
H11 4.34877 0.72868 0.86148  0.000
H12 4.69200 0.21925 -2.10795  0.000
H13 3.73190 0.36373 -4.59826  0.000
H14 2.28768 -0.63063 -4.80898  0.000
H15 2.13797 1.11942 -4.64548  0.000
H16 -1.60364 2.47294 1.49206  0.000
H17 -1.54415 4.12740 0.86538  0.000
H18 -3.04655 3.21513 0.78620  0.000
H19 -2.15760 4.17261 -2.10421  0.000
H20 -1.55356 3.41514 -4.59520  0.000
H21 -0.10192 2.41303 -4.64387  0.000
H22 -1.69218 1.66734 -4.80708  0.000
O1 -0.66755 -1.10100 2.98157  0.046
B2 -0.10520 -0.18555 2.13458  0.003
O2 0.51782 0.83266 2.82767  0.042
C16 0.32898 0.53338 4.16838  0.038
C17 0.74786 1.22342 5.27781  0.306
C18 0.40722 0.67375 6.50298  0.115
C19 -0.32418 -0.52059 6.59563  0.076
C20 -0.73714 -1.20283 5.46812  0.295
C21 -0.39080 -0.64362 4.26020  0.058
H23 1.31101 2.14274 5.19864  0.011
H24 0.71529 1.18215 7.40566  0.002
H25 -0.57311 -0.92057 7.56816  0.000
H26 -1.30167 -2.12264 5.52820  0.010

## Properties
- E_LUMO (alpha / beta) (eV) = -6.286 / -10.731
- charge = +2
- ⟨S²⟩ = 0.770
- strongest force on any atom (eV/A) = 3.4
- E (eV) = -38772.9224
- multiplicity = 2
- ΔE to the lowest compared entry with this formula, charge and spin (kcal per mole) = 6.36

(6)
Molecular formula: C5H8O2
Method: DFT, ωB97M-V with the def2-TZVPD basis set

Each line ends with the Löwdin charge.
Atoms and positions in Å:
C1 -1.35131 0.18314 0.94412  -0.017
C2 -1.32559 0.01959 -0.55860  -0.240
O1 -0.34593 0.61044 -1.36659  -0.049
C3 0.86910 0.78814 -0.65950  -0.277
C4 1.37078 -0.46345 -0.16063  -0.185
O2 0.51759 -1.41616 0.25359  0.010
C5 -0.85887 -1.10014 0.32469  -0.209
H1 -0.63469 0.82156 1.44707  0.110
H2 -2.32389 0.14513 1.42652  0.110
H3 -2.26925 -0.06162 -1.09007  0.152
H4 0.75128 1.62962 0.02024  0.098
H5 2.20657 1.12777 -0.72115  0.101
H6 2.27669 -0.93656 -0.51051  0.107
H7 2.58693 0.73263 0.16865  0.137
H8 -1.42247 -2.01778 0.44770  0.151

## Properties
- E_LUMO (eV) = 0.635
- strongest force on any atom (eV/A) = 0.4
- E (eV) = -9402.9888
- multiplicity = 1
- ΔE to the lowest compared entry with this formula, charge and spin (kcal per mole) = 157.81

Look up the strongest force on any atom of the fourth one. 1.1 eV/A

Which of these has the highest multiplicity? C21H26B2N6O2Tc

The highest strongest force on any atom belongs to which entry? C15H34FN6O7